A molecular structure, C31H41Br57N2O8S in a non-equilibrium geometry, computed with wB97M-V/def2-TZVPD.

Geometry as XYZ:
```
140
Properties=species:S:1:pos:R:3:forces:R:3
C -0.516181 3.334767 1.332342 0.2 -0.3 0.3
C -0.728425 1.812004 1.262010 -0.3 0.3 -0.1
C -0.469946 1.257968 -0.143248 0.2 -0.1 0.8
C -0.085627 -0.238327 -0.348549 -0.5 1.4 -0.7
C -0.509046 -0.564751 -1.777943 -0.1 -0.7 0.1
C -2.024862 -0.676585 -2.026800 0.4 0.9 0.5
C -2.376419 0.222984 -3.174651 0.1 -0.4 -0.8
N -3.052718 1.370031 -2.845161 -0.5 -0.2 -0.3
O -2.016198 -0.018615 -4.314999 0.0 0.1 0.2
O 1.373352 -0.286665 -0.413363 -0.1 -0.5 0.4
S 1.980875 -0.495857 1.044468 -0.2 0.2 -1.4
O 2.955072 -1.507182 0.964972 0.8 -0.8 0.1
O 2.344588 0.777283 1.533508 0.1 0.7 0.8
O 0.692933 -1.057232 1.720818 -0.7 0.6 0.3
C -0.418430 -1.249860 0.761868 0.9 -1.5 -0.7
C -0.173276 -2.670471 0.188577 -0.3 -0.2 0.3
C 0.384286 -3.735993 1.144951 0.0 -0.3 -0.2
C -0.456073 -3.971361 2.365571 0.2 -0.2 0.4
N -1.331883 -5.100077 2.255229 -0.1 0.4 0.7
O -0.420534 -3.273710 3.349436 -0.3 0.1 -0.3
C -1.739652 -1.111750 1.516281 0.2 0.4 0.6
O -2.624073 -2.201578 1.436270 -0.1 -0.2 -0.1
O -3.544299 -1.900944 0.374080 0.0 0.0 0.0
H -1.456043 3.849395 1.488928 -0.1 0.2 -0.1
H 0.123720 3.572916 2.175860 0.0 0.1 0.1
H -0.023966 3.718082 0.443365 0.0 0.1 -0.2
H -1.772632 1.641944 1.505455 -0.1 -0.2 0.2
H -0.146750 1.328031 2.037293 0.2 -0.2 0.0
H 0.371327 1.806419 -0.555876 0.2 0.0 -0.2
H -1.327619 1.523970 -0.752545 -0.1 -0.1 -0.2
H -0.042259 -1.482333 -2.117959 0.2 0.0 -0.1
H -0.073949 0.238664 -2.362902 -0.3 -0.1 0.1
H -2.537327 -0.303255 -1.148580 -0.3 -0.3 0.2
H -2.318980 -1.691303 -2.257588 -0.1 -0.2 0.0
H -3.708893 1.266088 -2.083600 0.1 0.2 0.1
H -3.473214 1.793692 -3.662364 0.1 0.3 0.0
H 0.539671 -2.588664 -0.619946 0.2 0.0 -0.1
H -1.085803 -3.074513 -0.241889 -0.2 0.2 -0.1
H 0.378963 -4.666594 0.583550 0.0 -0.1 -0.2
H 1.416056 -3.545074 1.411292 0.1 0.4 0.2
H -2.085849 -4.904485 2.912988 0.0 -0.1 0.0
H -0.857546 -5.909405 2.652086 0.1 -0.1 -0.4
H -1.491106 -1.021273 2.570517 0.0 -0.1 0.2
H -2.270661 -0.208594 1.245084 -0.1 0.1 -0.2
H -3.532183 -2.716576 -0.149358 0.0 0.0 0.0
C -4.408815 -6.911310 -0.309852 -0.2 0.0 -0.2
Br -6.277781 -6.902244 -0.746270 0.0 0.0 0.0
Br -3.349395 -7.670213 -1.720645 0.1 -0.1 0.0
Br -3.787603 -5.165117 0.184948 -0.1 -0.1 0.1
H -4.289631 -7.542302 0.557327 0.1 0.0 0.0
C 3.392994 1.012848 -3.475342 0.0 0.0 0.2
Br 1.659970 0.382087 -4.008728 0.4 0.1 -0.6
Br 4.794273 0.320665 -4.592413 0.0 0.0 0.0
Br 3.463428 2.922899 -3.343748 -0.1 0.1 -0.2
H 3.565118 0.628944 -2.480442 0.0 0.0 0.0
C 2.468148 3.937540 5.273458 -0.1 0.2 -0.1
Br 3.209408 2.970537 6.762365 0.0 0.0 0.0
Br 2.558815 2.930992 3.646706 0.2 0.0 0.0
Br 0.668301 4.516665 5.629579 -0.1 -0.2 0.0
H 3.068853 4.830738 5.131741 -0.2 -0.2 0.1
C -2.945235 -3.083866 -6.202158 -0.1 0.1 0.1
Br -1.637036 -3.707219 -4.934459 0.0 0.0 0.0
Br -3.084478 -4.262649 -7.704371 0.0 -0.1 0.0
Br -4.645997 -2.790547 -5.351819 -0.1 0.0 0.0
H -2.608060 -2.124811 -6.569331 0.0 0.0 0.1
C 0.228475 8.734291 4.374300 0.0 -0.1 -0.1
Br 0.828245 8.237547 6.126255 0.0 0.1 0.1
Br 1.012092 7.615994 3.017037 0.0 0.0 -0.1
Br -1.687609 8.761073 4.251257 0.0 0.0 0.0
H 0.582074 9.732938 4.173921 0.0 0.0 0.1
C -2.567397 -9.153863 -5.229899 0.0 0.0 0.0
Br -1.333902 -8.545938 -6.569515 0.0 0.0 0.0
Br -4.352692 -9.298242 -5.919370 0.1 -0.1 0.0
Br -1.983488 -10.800862 -4.424207 0.0 0.0 0.0
H -2.587753 -8.404031 -4.453425 0.0 0.0 0.0
C 7.068453 2.029950 -1.337130 0.0 0.0 -0.1
Br 8.489638 1.702808 -0.086367 0.0 0.0 0.1
Br 5.355078 1.579650 -0.595109 0.1 -0.1 0.3
Br 7.105420 3.839079 -1.983512 0.0 0.0 0.0
H 7.235626 1.381230 -2.184553 0.0 0.0 0.0
C -3.445570 1.756279 -7.784251 0.0 -0.1 0.0
Br -5.200628 1.547894 -7.022187 0.0 0.0 0.1
Br -3.567276 2.389402 -9.587924 -0.1 0.1 -0.2
Br -2.317795 2.884627 -6.715540 0.0 0.0 0.0
H -2.986644 0.777085 -7.808180 0.0 0.0 0.0
C -6.077470 -0.555720 2.206435 0.2 0.0 0.0
Br -6.751094 -2.350167 2.163705 -0.1 -0.1 0.0
Br -7.103357 0.619580 1.082369 0.0 0.0 0.0
Br -5.934993 0.115589 3.999810 0.0 0.0 0.0
H -5.078196 -0.595815 1.797735 0.0 0.0 0.0
C -5.053004 -10.731111 2.288006 0.0 0.0 0.0
Br -6.921644 -10.690347 1.838488 0.0 0.0 -0.1
Br -4.005648 -11.474619 0.863858 0.0 0.0 -0.1
Br -4.401482 -8.997374 2.804704 0.0 0.1 0.1
H -4.944486 -11.377781 3.146025 0.0 0.0 0.0
C 6.145945 3.994326 4.473684 0.0 -0.1 0.0
Br 5.348722 5.738722 4.670547 0.2 0.2 -0.1
Br 6.717692 3.674543 2.669735 0.0 0.0 0.0
Br 7.574866 3.739039 5.726648 0.0 0.0 0.0
H 5.382761 3.263636 4.703535 0.0 0.0 0.0
C 12.189475 3.287677 0.942552 0.0 0.0 0.0
Br 10.825995 4.540485 1.438065 -0.1 0.1 0.0
Br 13.900469 4.137667 0.746589 0.0 0.0 0.0
Br 12.268542 1.807399 2.169976 0.0 -0.1 0.0
H 11.918576 2.883067 -0.021562 0.0 0.0 0.0
C -0.950136 0.852600 5.743636 0.1 0.0 0.1
Br -2.313644 1.683957 4.671176 0.0 0.0 -0.1
Br -1.711384 -0.405622 6.980710 0.0 0.0 0.0
Br 0.412151 0.039339 4.664304 -0.1 0.0 0.1
H -0.483945 1.636196 6.323424 0.0 0.0 0.0
C 12.980896 3.722054 5.962796 0.0 0.0 -0.1
Br 14.082344 5.292349 5.855567 0.0 0.0 0.0
Br 12.930056 3.009534 7.747160 0.0 0.0 0.0
Br 11.218846 4.047447 5.278670 -0.1 0.0 0.1
H 13.434023 2.971710 5.331267 0.0 0.0 0.0
C 3.573489 11.519924 2.952484 0.1 -0.1 0.0
Br 4.145940 11.143459 4.744372 0.0 0.0 0.0
Br 4.206523 10.207522 1.703311 0.0 0.0 0.0
Br 1.659606 11.687589 2.852472 -0.1 0.2 0.0
H 3.991361 12.473758 2.666866 0.0 0.0 0.0
C -8.660189 -8.164209 4.177395 0.0 -0.1 0.0
Br -7.262293 -8.754353 5.353441 0.0 0.0 0.1
Br -10.328905 -7.970055 5.107177 0.0 0.0 0.0
Br -8.173702 -6.562837 3.236981 0.1 0.1 0.0
H -8.795264 -8.934859 3.433233 0.0 0.0 0.0
C -7.706255 -5.500084 -6.941500 0.0 0.1 0.1
Br -7.097587 -5.019790 -8.698202 0.0 0.0 0.0
Br -9.387878 -6.427788 -7.004962 0.0 0.0 0.0
Br -6.380910 -6.503579 -5.980116 0.0 0.0 0.0
H -7.868436 -4.581310 -6.398012 0.0 0.0 0.0
C 1.062979 9.993093 -0.482627 0.0 0.0 0.1
Br -0.775779 9.599965 -0.867669 0.0 0.0 0.0
Br 2.250369 8.742684 -1.328514 0.0 0.0 0.0
Br 1.509963 11.808820 -0.928085 0.0 0.0 -0.1
H 1.197099 9.885947 0.585675 0.0 0.0 0.0
C 0.762669 -0.081448 -8.272074 0.0 0.0 0.0
Br -0.471406 0.493204 -9.631146 0.0 0.0 0.1
Br -0.019067 -1.393150 -7.105748 0.1 0.0 0.0
Br 2.397874 -0.717577 -9.050909 0.1 0.0 0.0
H 1.010881 0.774957 -7.661084 0.0 0.0 0.0
```
Forces are in eV/Å.

Net charge: 0
Electronic energy, eV: -4055421.266
Orbital gap, eV: 9.5

---

A molecular structure, C31H41N5STl in a non-equilibrium geometry, computed with wB97M-V/def2-TZVPD.

Geometry as XYZ:
```
79
Properties=species:S:1:pos:R:3:forces:R:3
Tl 0.022962 0.519842 0.017888 1.1 0.0 0.1
N -3.478949 -3.048231 -0.119151 0.5 1.3 0.2
N -1.132819 -2.031017 -1.433938 0.5 0.3 -2.5
C 3.095971 1.162354 -0.764736 -0.2 -0.2 1.1
C 3.224372 -0.176496 -0.296564 -0.7 0.9 0.6
C 3.061802 -0.165405 1.117518 -0.4 0.9 -0.7
C 3.054699 -1.345509 2.008285 0.0 -0.4 0.5
H 3.460294 -2.228068 1.497060 -0.1 0.1 0.2
H 2.029942 -1.583951 2.347852 0.4 -0.1 0.0
H 3.664185 -1.156446 2.906281 -0.1 -0.2 -0.1
C 2.842145 1.180394 1.524845 -0.3 -0.5 -1.1
C 2.576516 1.652445 2.901996 0.2 0.3 0.5
H 3.491503 2.071139 3.355765 -0.2 0.0 0.1
H 2.216096 0.838192 3.544113 0.1 0.2 -0.1
H 1.815457 2.447443 2.909946 0.1 -0.1 0.1
C 2.884749 2.002189 0.366101 -0.3 -1.2 -0.2
C 2.670026 3.467227 0.358064 0.0 0.5 0.1
H 1.661587 3.734761 0.716947 0.2 0.1 -0.1
H 2.795181 3.874568 -0.652408 -0.1 0.0 0.2
H 3.395191 3.967530 1.019840 -0.2 0.1 -0.1
C 3.448349 -1.383022 -1.123604 0.1 -0.5 -0.3
H 4.109510 -2.088981 -0.598614 -0.1 0.0 -0.2
H 3.926279 -1.117063 -2.077091 -0.1 -0.2 0.1
H 2.508118 -1.916343 -1.353346 0.3 0.0 -0.1
C 3.082914 1.596157 -2.182729 0.0 0.2 -0.5
H 2.061634 1.617108 -2.606071 0.3 0.1 0.0
H 3.684029 0.919017 -2.804704 -0.1 0.2 0.0
H 3.495808 2.609507 -2.281914 0.0 -0.2 -0.2
C -4.610963 -3.186711 0.567875 0.2 -0.3 1.1
H -5.525793 -3.318116 -0.024728 0.4 -0.1 0.2
C -4.682514 -3.171805 1.977329 -0.5 0.4 -0.7
H -5.651179 -3.293316 2.466959 0.3 0.2 -0.1
C -3.492330 -3.007534 2.705824 0.4 -0.6 -0.6
H -3.491664 -2.947719 3.796704 0.0 -0.3 -0.3
C -2.303801 -2.957197 2.000927 -0.1 0.1 0.0
H -1.326092 -2.996755 2.487335 -0.5 0.3 -0.1
C -2.336522 -2.745920 0.581796 -0.2 -0.8 0.2
C -1.160306 -2.226348 -0.044029 -0.3 -0.6 1.2
H -0.198876 -2.542804 0.368500 -0.2 0.1 -0.2
C -1.799607 -1.048487 -2.099752 1.8 -0.7 0.5
C -0.199405 -2.589891 -2.335370 -1.3 0.0 1.5
H 0.434122 -3.409277 -2.042810 -0.1 0.0 0.0
C -0.336884 -1.947920 -3.501473 -0.2 1.1 -0.5
H 0.138549 -2.153793 -4.442150 0.0 0.2 0.2
N -1.229852 -0.873677 -3.316730 -0.1 -2.3 0.6
C -1.312215 0.308974 -4.071903 0.1 1.3 -0.4
C -0.185658 0.838070 -4.720339 -0.5 0.7 0.3
C -0.189354 2.201453 -5.051559 0.5 -0.5 -0.4
H 0.685895 2.623041 -5.549373 -0.2 -0.2 0.1
C -1.271636 3.040847 -4.755851 -1.0 -0.5 0.6
C -1.167051 4.513303 -5.044741 0.0 0.1 0.0
H -0.846643 5.081118 -4.160155 0.0 -0.2 -0.1
H -2.134303 4.916331 -5.363488 0.2 0.0 0.0
H -0.427793 4.692122 -5.832257 -0.1 0.0 0.1
C -2.416690 2.494177 -4.191267 1.0 0.5 -0.4
H -3.273799 3.134391 -3.963145 0.2 -0.2 -0.1
C -2.511736 1.093240 -3.885348 -1.1 -0.4 -0.1
C -3.719760 0.548322 -3.465753 0.3 0.3 -0.1
H -3.842962 -0.521273 -3.307296 -0.2 0.3 0.0
H -4.595726 1.193208 -3.464474 0.1 -0.2 0.1
H -2.540002 -0.418392 -1.632216 0.1 0.0 -0.3
C 1.050799 0.059411 -5.051817 0.6 0.0 -0.2
H 0.838766 -0.802772 -5.695304 0.1 0.1 0.1
H 1.603502 -0.276633 -4.163204 -0.2 -0.1 -0.2
H 1.732951 0.704817 -5.618850 -0.1 -0.1 0.2
C -1.488613 0.800114 6.375573 -0.3 -0.2 0.1
N -1.606081 -0.152167 5.261252 -0.1 0.4 -0.2
C -0.493604 -0.578091 4.593296 0.2 0.1 -1.4
S -0.438051 -0.603755 2.889310 -0.1 0.2 1.5
N 0.562496 -0.984117 5.341920 -0.2 -0.5 -0.2
C 0.407571 -1.568995 6.679324 0.3 0.2 -0.1
H -0.441595 0.957067 6.650852 -0.2 0.0 -0.1
H -2.039228 0.419291 7.242581 0.2 0.2 0.0
H -1.932338 1.756915 6.076365 0.2 -0.1 0.1
H -2.364397 0.065353 4.611839 0.5 -0.1 0.3
H 1.311707 -1.373197 4.766915 -0.3 0.4 0.3
H 0.946764 -2.521332 6.707016 -0.2 0.1 0.0
H 0.851032 -0.901277 7.426858 -0.2 -0.2 0.0
H -0.646692 -1.741639 6.921389 0.2 0.0 -0.2
```
Forces are in eV/Å.

Net charge: -1
Electronic energy, eV: -55789.020
Relative energy (zero: lowest compared OMol25 entry of this formula, charge and spin), kcal/mol: 0.00
Orbital gap, eV: 4.7

---

A molecular structure, C31H42AsAuFN4O4P in a non-equilibrium geometry, computed with wB97M-V/def2-TZVPD.

Geometry as XYZ:
```
85
Properties=species:S:1:pos:R:3:forces:R:3
Au 0.957300 -0.057700 -0.093200 -0.8 -0.7 -0.3
C 5.767400 -3.679100 2.179400 0.0 0.1 0.0
C 5.557400 -2.697300 3.136200 0.0 0.0 0.0
C 4.732900 -1.616900 2.863400 -0.2 0.4 0.1
C 4.123000 -1.516300 1.616200 -0.3 -0.1 -0.1
C 4.359500 -2.490500 0.644900 -0.3 0.2 -0.1
C 5.174400 -3.571400 0.927900 -0.1 0.0 0.0
As 3.134400 0.061900 1.052400 1.8 -0.4 0.0
C 4.434200 0.718200 -0.221300 -0.2 0.2 -0.1
C 4.278500 0.424100 -1.570500 -0.4 -0.1 0.1
C 5.292200 0.729200 -2.464100 -0.1 0.0 0.0
C 6.452400 1.335800 -2.010100 0.0 0.0 0.0
C 6.604000 1.634800 -0.665200 0.0 0.0 0.1
C 5.598700 1.324600 0.237100 -0.1 0.0 0.4
C 3.013500 1.224200 2.561800 -0.2 0.1 0.2
C 3.248100 2.589500 2.430700 0.1 -0.1 -0.4
C 2.992300 3.439400 3.492200 0.0 0.0 0.0
C 2.492500 2.932300 4.683700 0.0 0.0 0.0
C 2.277700 1.568800 4.829800 0.0 -0.1 0.0
C 2.522800 0.714900 3.768600 0.5 -0.1 0.1
H 6.410700 -4.515800 2.403800 0.0 -0.1 0.0
H 6.049300 -2.763700 4.095100 0.0 0.0 0.1
H 4.598300 -0.834900 3.604000 0.0 -0.2 0.0
H 3.917200 -2.374100 -0.343500 0.1 -0.1 0.1
H 5.350200 -4.322100 0.172200 0.0 -0.1 0.0
H 3.355700 -0.044900 -1.910500 0.2 0.0 -0.1
H 5.175600 0.492200 -3.509600 0.0 0.0 -0.1
H 7.239700 1.579500 -2.706500 0.1 0.0 -0.1
H 7.509600 2.103500 -0.312800 0.1 0.0 0.0
H 5.717500 1.539800 1.297400 0.1 0.0 -0.2
H 3.632200 2.973200 1.491600 0.0 0.1 0.1
H 3.174700 4.499100 3.389400 0.0 0.1 0.0
H 2.277400 3.598000 5.505100 0.0 0.1 0.1
H 1.903500 1.174600 5.762500 0.0 0.0 0.1
H 2.358300 -0.353400 3.875500 0.0 0.1 0.1
C 0.513000 4.945900 0.906000 0.0 -0.3 -0.1
C 1.267300 4.066500 -0.066900 0.3 0.9 -0.2
O 1.012100 2.665200 0.123400 -1.1 -1.5 -0.2
P -0.440100 1.972700 -0.314800 -1.2 0.8 -0.5
O -0.831700 2.760100 -1.618200 0.3 -0.1 0.5
C -0.704600 2.345600 -2.987500 -0.1 -0.1 -0.8
C -0.943400 3.556000 -3.875400 0.1 -0.2 0.3
O -1.314500 2.607400 0.808100 0.6 -0.2 0.0
C -2.749800 2.691200 0.885000 -0.8 -0.1 0.2
C -3.109400 3.483200 2.129200 0.3 -0.2 -0.3
H 0.813000 5.980200 0.766000 0.1 0.1 0.0
H 0.714000 4.651000 1.933100 0.0 0.0 0.1
H -0.555300 4.876900 0.724500 0.0 0.1 0.1
H 2.348700 4.160800 0.059500 -0.1 0.0 -0.1
H 1.013300 4.341400 -1.091800 0.1 -0.1 0.0
H -1.448700 1.568600 -3.185200 0.1 0.1 0.1
H 0.296800 1.934000 -3.148400 -0.1 0.0 0.0
H -1.855000 4.069000 -3.582000 -0.1 0.0 0.0
H -1.052400 3.231300 -4.906300 0.0 0.0 -0.1
H -0.116100 4.257400 -3.814900 0.1 0.1 0.0
H -3.160500 1.679900 0.929600 0.1 0.1 0.0
H -3.123200 3.183300 -0.015900 0.1 -0.1 0.0
H -2.662500 3.026900 3.009400 0.0 0.0 0.1
H -4.190100 3.486000 2.241700 -0.1 0.0 0.0
H -2.765900 4.513000 2.057200 0.0 0.0 0.0
C 0.964000 -3.220600 -0.590100 0.9 -0.4 -0.1
N 0.443800 -4.565700 -0.555500 0.5 -0.3 -0.2
C -0.066800 -4.860300 0.777700 0.1 0.1 0.0
N -1.129700 -3.922000 1.108600 -0.2 0.0 0.8
C -0.617200 -2.573100 1.079700 -0.2 0.1 0.9
N -0.088300 -2.242600 -0.259700 0.6 0.4 0.3
C -1.194000 -2.392900 -1.229900 -0.8 0.5 -0.8
N -1.697900 -3.741100 -1.180700 -0.4 0.0 -0.5
C -0.645700 -4.686500 -1.519600 0.1 0.1 -0.1
C -2.215400 -4.043700 0.143100 0.0 0.1 0.1
H 1.348800 -3.000800 -1.590300 0.0 0.0 0.1
H 1.775700 -3.124400 0.141600 -0.2 0.0 -0.1
H 0.739700 -4.768000 1.509600 0.0 0.0 0.0
H -0.454500 -5.879100 0.800500 0.0 0.1 0.0
H 0.185700 -2.467000 1.816700 0.0 0.0 -0.1
H -1.416700 -1.869000 1.319900 0.0 0.0 0.0
H -0.827400 -2.168200 -2.233500 0.1 0.0 0.1
H -1.983200 -1.685400 -0.976100 0.1 0.0 0.0
H -0.270100 -4.473100 -2.522900 0.0 -0.1 0.0
H -1.038600 -5.703600 -1.489100 0.0 0.1 -0.1
H -2.608300 -5.060700 0.163300 0.0 0.1 0.0
H -3.014400 -3.345000 0.398600 0.0 0.0 0.0
F -1.691900 0.590200 -0.678600 1.6 0.9 0.4
O -0.345200 1.138300 2.800300 0.6 -0.7 0.0
C 0.362700 0.343400 2.417200 -1.5 0.6 0.6
```
Forces are in eV/Å.

Expectation value of S²: 2.02
Net charge: +2
Electronic energy, eV: -123500.036
Spin multiplicity: 3
Relative energy (zero: lowest compared OMol25 entry of this formula, charge and spin), kcal/mol: 15.14
Orbital gap (spin up / spin down), eV: 8.6 / 4.5